Below is C33H20N9O9SeW as an isolated structure, with properties calculated with ωB97M-V with the def2-TZVPD basis set.

XYZ file:
```
73
Properties=species:S:1:pos:R:3:forces:R:3:mulliken_charge:R:1
W 0.27292 -0.43710 0.65094 0.058 -0.114 -0.206 2.20
C -2.32799 0.54246 4.15409 -0.004 0.002 -0.001 -1.97
C -1.62347 -0.09522 3.00439 0.006 0.054 -0.005 1.50
N -0.80693 0.52021 2.20393 0.001 -0.031 0.076 0.97
N -0.54435 1.84991 2.49164 0.003 -0.027 -0.006 -1.72
C 0.56957 2.17312 1.91620 -0.009 0.030 0.029 0.17
O 1.25677 1.32778 1.22140 0.035 -0.061 0.001 -0.56
C 1.09044 3.55246 2.03927 0.007 -0.008 0.002 0.31
C 0.44609 4.48889 2.84398 0.012 -0.013 -0.011 -0.31
C 0.93656 5.78012 2.92904 0.000 0.007 0.005 -0.74
C 2.06922 6.14562 2.21142 0.002 0.005 0.001 -0.34
C 2.71057 5.21562 1.40742 -0.009 -0.015 0.001 -0.83
C 2.22244 3.92035 1.32119 0.014 0.011 -0.005 -0.15
C -1.78241 -1.47248 2.66494 0.014 -0.027 -0.023 0.55
C -2.65528 -2.34027 3.32482 0.017 0.028 -0.017 -1.16
C -2.77931 -3.63292 2.88299 -0.001 -0.013 -0.004 -0.56
C -2.02529 -4.02967 1.77968 -0.015 -0.013 0.010 -1.05
C -1.17793 -3.13463 1.17691 0.016 0.037 0.007 -0.22
N -1.02717 -1.86351 1.61445 -0.058 -0.113 0.005 0.30
H -2.00300 1.57019 4.26769 0.005 0.000 -0.006 0.37
H -2.12120 -0.00378 5.07628 -0.002 0.000 0.001 0.40
H -3.40731 0.52834 3.98650 0.001 -0.010 0.000 0.36
H -0.43882 4.19032 3.38855 -0.002 0.001 0.001 0.44
H 0.43255 6.50766 3.55243 0.000 -0.001 0.000 0.39
H 2.44765 7.15808 2.27588 -0.003 0.000 0.001 0.37
H 3.58784 5.49883 0.84042 -0.001 0.001 0.000 0.40
H 2.70932 3.18661 0.69261 -0.007 0.002 0.002 0.39
H -3.22697 -1.96993 4.16336 -0.004 -0.009 0.002 0.48
H -3.45347 -4.32420 3.37084 -0.002 0.005 0.004 0.43
H -2.09480 -5.03127 1.38021 0.005 0.002 -0.005 0.47
H -0.59051 -3.40732 0.31550 -0.001 -0.004 -0.001 0.55
O 4.63278 -4.66598 2.34647 0.018 0.012 -0.008 -0.59
C 3.79304 -3.86668 2.03689 -0.044 -0.028 0.026 0.42
C 2.90546 -3.92028 0.78621 0.031 0.006 -0.017 -0.49
O 2.92392 -4.78115 -0.06446 -0.013 -0.004 0.001 -0.64
C 2.07670 -2.72776 0.89254 -0.023 0.013 0.026 0.72
C 2.33382 -2.00084 2.03860 -0.049 -0.010 -0.021 0.67
O 1.64354 -0.93343 2.24721 0.036 0.005 0.092 -0.87
C 3.40707 -2.61027 2.83159 0.032 0.016 0.008 -0.14
O 3.90541 -2.23970 3.86800 -0.009 -0.006 -0.002 -0.64
O 1.14551 -2.28371 0.09232 0.024 0.075 0.047 0.18
N -0.65827 1.16042 -0.37631 -0.263 -0.028 0.045 -0.15
C -1.05336 2.10637 -0.92118 0.282 0.254 -0.113 0.57
N -1.50060 3.17429 -1.47402 -0.190 -0.176 0.076 -0.95
C -0.80787 3.74389 -2.44189 0.140 0.037 -0.070 0.47
N -0.24907 4.30454 -3.29060 -0.028 -0.076 -0.006 -0.63
O -0.34898 -2.35560 -3.25096 -0.042 -0.053 -0.025 -0.78
C -1.67789 -2.26373 -3.41831 0.054 -0.003 0.005 0.44
C -2.19625 -2.71778 -4.63486 -0.014 0.004 -0.015 -0.70
C -3.55190 -2.66190 -4.88535 0.001 0.003 0.001 -0.32
C -4.42933 -2.15145 -3.93120 0.007 0.001 -0.001 -0.68
C -3.91889 -1.70251 -2.72909 -0.003 -0.004 0.012 -0.89
C -2.55404 -1.74914 -2.44828 -0.020 -0.021 0.038 0.17
C -2.10215 -1.23593 -1.11323 0.006 0.138 -0.103 0.82
O -2.88824 -0.80571 -0.29135 -0.008 -0.053 0.028 -0.73
O -0.79848 -1.29686 -0.94368 0.059 -0.043 0.050 0.65
H -0.14444 -1.96723 -2.37127 -0.007 0.011 -0.001 0.21
H -1.50189 -3.11111 -5.36593 0.002 -0.002 0.000 0.44
H -3.93171 -3.01809 -5.83568 0.001 -0.002 0.000 0.38
H -5.49186 -2.10409 -4.12971 0.000 0.003 0.002 0.41
H -4.56278 -1.29451 -1.96080 -0.004 0.001 -0.004 0.44
Se 3.56715 0.11622 -0.17136 -0.077 0.190 -0.015 0.36
N 4.20569 0.96172 -1.57726 0.096 -0.156 -0.069 -0.86
C 3.22397 1.09509 -2.44788 -0.038 -0.008 0.098 0.64
C 3.33209 1.73397 -3.72078 0.046 0.052 -0.001 -0.67
C 2.22574 1.77373 -4.48989 -0.081 -0.005 -0.010 -0.53
C 1.01418 1.14369 -4.03574 0.104 0.105 0.057 -0.49
N 0.86319 0.55693 -2.89167 -0.233 0.092 0.165 -0.03
C 1.94064 0.56263 -2.05920 0.134 -0.177 -0.231 0.43
N 1.91557 0.02248 -0.85003 0.018 0.156 0.063 -0.36
H 4.27335 2.17024 -4.02612 0.013 -0.005 0.037 0.47
H 2.22196 2.27278 -5.44822 0.001 -0.022 -0.022 0.39
H 0.15149 1.15219 -4.69253 -0.038 -0.021 -0.001 0.45
```
Forces are in eV/Å.

Multiplicity = 1
Energy above the lowest of the compared OMol25 structures with the same formula, charge and spin = 0.0 kJ/mol
Net charge = -1
HOMO energy (alpha / beta) = -4.76 / -4.76 eV
E_tot = -4908.242432 hartree
F_max = 0.40 eV/A
LUMO energy (alpha / beta) = 0.62 / 0.62 eV